This record from OMol25 describes the molecule C23H29ClN6O. The level of theory is ωB97M-V with the def2-TZVPD basis set.

```
! wB97M-V def2-TZVPD RIJCOSX def2/J DEFGRID3
* xyz 0 1
C -1.9815 -2.9973 2.9699
C -2.2049 -2.2943 1.6348
C -3.7102 -1.9647 1.4628
C -4.1201 -1.7713 0.0405
C -4.2006 -2.8415 -0.8562
N -4.5679 -2.6824 -2.1141
C -4.8712 -1.4528 -2.5079
C -4.7914 -0.3801 -1.6332
N -4.4163 -0.5408 -0.3723
N -1.4522 -1.0542 1.6190
C -1.0597 -0.5840 0.3011
C -0.5081 0.7893 0.4414
C 0.7899 1.2110 0.6927
C 1.8979 0.2733 0.9959
O 1.6289 -0.7849 1.5597
N 3.1542 0.6082 0.6464
C 3.4778 1.8057 -0.1001
C 3.0497 1.7364 -1.5713
C 3.7130 0.6439 -2.4125
C 3.3806 -0.7837 -1.9538
C 4.5135 -1.4912 -1.2036
C 5.1736 -0.6838 -0.0875
C 4.2338 -0.2743 1.0432
N 0.8495 2.5637 0.7633
C -0.3823 2.9932 0.5754
C -0.8899 4.3005 0.5479
C -2.2249 4.4949 0.3397
C -3.0733 3.3769 0.1725
Cl -4.7646 3.6290 -0.0627
C -2.5908 2.1020 0.2009
N -1.2593 1.9219 0.3773
H -2.5386 -3.9301 3.0136
H -2.3040 -2.3532 3.7839
H -0.9249 -3.2200 3.1009
H -1.8925 -2.9727 0.8189
H -4.2947 -2.7870 1.8792
H -3.9197 -1.0533 2.0226
H -3.9664 -3.8525 -0.5503
H -5.1773 -1.3379 -3.5379
H -5.0265 0.6318 -1.9357
H -0.6019 -1.1415 2.1702
H -0.2986 -1.2332 -0.1651
H -1.9358 -0.5665 -0.3505
H 4.5543 1.9648 -0.0286
H 2.9691 2.6556 0.3611
H 1.9671 1.5983 -1.6077
H 3.2706 2.7075 -2.0201
H 4.7943 0.7898 -2.4264
H 3.3650 0.7769 -3.4396
H 3.1453 -1.3963 -2.8278
H 2.4843 -0.7664 -1.3344
H 4.1177 -2.4183 -0.7832
H 5.2925 -1.7617 -1.9220
H 5.6589 0.1977 -0.5080
H 5.9610 -1.2972 0.3573
H 3.7634 -1.1607 1.4754
H 4.8210 0.2238 1.8265
H -0.2070 5.1200 0.6957
H -2.6478 5.4855 0.3112
H -3.2219 1.2284 0.1118
*
```

Properties
Structure (SMILES): C[C@@H](Cc1cnccn1)NCc1c(C(=O)N2CCCCCCC2)nc2ccc(Cl)cn12
Calculated total energy in eV: -47833.122
E_HOMO in eV: -8.18
LUMO level in Eh: 0.0158
Energy relative to the best compared isomer or geometry (same formula, charge and spin) in kJ/mol: 14.5
Maximum force in hartree/bohr: 0.021

Atom charges from the natural (NBO) analysis, given in e for atoms 1 to 4: -0.609 -0.029 -0.455 0.193